The following is a DFT calculation (wB97M-V/def2-TZVPD) of an isolated ion of composition C2H5N2O2S and charge +1.

charge	+1
ΔE to the lowest compared entry with this formula, charge and spin	56.5	kcal/mol
HOMO	-13.2	eV
frontier orbital gap	8.35	eV
multiplicity	1
lowest unoccupied orbital energy	-4.8187	eV
E	-736.95612	hartree

Last column: natural (NBO) charge in e.
Positions of all 12 atoms, in Å:
1 C 1.546 0.032 -0.013  0.192
2 C -1.333 -0.252 0.450  0.176
3 N 1.078 1.241 -0.025  -0.116
4 N 0.773 -1.082 -0.074  -0.290
5 O -0.159 1.560 -0.207  -0.535
6 O -0.602 -1.037 -0.320  -0.282
7 S -2.918 0.070 0.018  0.326
8 H 2.603 -0.152 0.111  0.252
9 H -1.010 0.035 1.443  0.252
10 H 1.717 2.029 0.137  0.412
11 H 1.153 -1.992 -0.302  0.440
12 H -2.846 -0.454 -1.220  0.173